# 1
A 2-piece molecular cluster, C10H16O overall at a distorted geometry. Source: the Open Molecules 2025 dataset; level of theory: ωB97M-V/def2-TZVPD.

```
27
Properties=species:S:1:pos:R:3:forces:R:3:nbo_charge:R:1
C -1.279 -1.711 -3.067 -3.29 2.35 0.06 -0.6307
C 0.134 -2.013 -2.733 1.49 0.38 -0.25 -0.6165
H -2.016 -0.832 -2.752 2.66 -0.63 0.29 0.2083
H -1.854 -2.466 -2.590 -0.74 -1.19 -0.20 0.2008
H -1.520 -1.613 -4.108 0.20 -0.89 -0.83 0.2097
H 0.387 -1.649 -1.756 0.09 -0.15 0.80 0.2119
H 0.946 -1.564 -3.366 -1.01 -0.51 0.12 0.2084
H 0.176 -3.120 -2.754 0.62 0.66 0.03 0.2087
C 2.010 0.677 2.123 2.28 1.42 -3.29 -0.4009
C 2.915 -0.173 1.117 -4.36 0.88 -2.15 -0.6029
C 0.642 0.927 1.458 3.07 -3.92 2.64 -0.0298
C -0.192 -0.202 1.311 -1.72 0.83 -1.53 -0.2100
C 0.333 2.188 1.194 -6.63 -1.44 -1.96 -0.2142
C -1.512 0.024 0.920 0.80 -0.33 -0.20 -0.2547
C -1.030 2.444 0.825 -0.17 0.04 -0.45 -0.2251
C -1.908 1.346 0.768 -0.10 1.33 0.45 0.2667
O -3.220 1.660 0.614 -1.72 0.16 -0.26 -0.7007
H 2.096 0.102 2.989 -0.74 -0.37 1.86 0.2087
H 2.484 1.684 2.224 -0.28 -0.81 0.43 0.1960
H 2.568 -1.180 1.302 -0.37 -0.52 -0.56 0.1910
H 0.057 -1.255 1.273 0.87 0.23 0.67 0.2223
H 0.776 3.020 1.440 3.48 3.84 1.13 0.2092
H -2.189 -0.807 0.635 0.37 0.69 0.52 0.2185
H -1.431 3.505 0.598 0.70 -2.01 0.60 0.2282
H -3.852 1.145 1.161 1.08 0.17 -0.54 0.4877
H 3.941 -0.308 1.138 2.23 0.83 0.53 0.2113
H 2.541 0.174 0.038 1.22 -1.05 2.07 0.1983
```
Forces are in eV/Å.

Calculated values
Spin multiplicity: 1
E_LUMO in eV: 0.83
Charge: 0
Energy above the lowest of the compared OMol25 structures with the same formula, charge and spin in eV: 3.4243
DFT total energy in eV: -12674.301
SMILES: CCc1ccc(O)cc1.CC

# 2
A 2-piece molecular cluster, C10H16O overall at a distorted geometry. Source: the Open Molecules 2025 dataset; level of theory: ωB97M-V/def2-TZVPD.

```
27
Properties=species:S:1:pos:R:3:forces:R:3:nbo_charge:R:1
C -0.635 -2.053 2.559 -0.91 -0.63 -1.99 -0.6243
C -0.593 -0.418 0.582 0.99 0.77 1.04 -0.1928
C -0.842 -1.696 1.077 -0.75 0.01 -0.07 -0.0280
C -0.628 -0.093 -0.753 -1.13 -1.27 -0.59 -0.2565
C -1.331 -2.626 0.156 0.40 0.64 0.40 -0.1978
C -1.139 -1.038 -1.661 0.79 0.60 0.66 0.2934
C -1.447 -2.304 -1.198 0.26 0.41 0.38 -0.2760
O -1.313 -0.647 -2.974 0.21 -0.05 0.07 -0.6942
H -0.285 0.387 1.271 0.02 -0.57 -0.24 0.2057
H -0.291 0.843 -1.119 0.04 0.84 -0.19 0.2195
H 0.288 -1.624 2.865 0.55 0.30 0.72 0.2195
H -0.614 -3.138 2.625 0.39 -0.12 0.12 0.2116
H -1.649 -3.564 0.577 0.10 -0.53 -0.40 0.2085
H -1.666 -3.022 -1.941 -0.71 -0.90 -0.47 0.2099
H -0.866 -1.248 -3.579 -0.11 -0.12 0.09 0.4804
H -1.495 -1.780 3.145 -0.14 0.62 0.45 0.2197
C 1.974 2.547 0.678 -0.55 -0.14 1.75 -0.3861
C 1.240 3.573 -0.199 -0.38 -1.09 1.83 -0.6108
C 3.306 3.031 1.315 -0.45 -1.21 -1.71 -0.6104
H 1.309 2.246 1.524 0.13 0.35 -0.54 0.1826
H 2.144 1.579 0.190 0.19 0.38 -0.32 0.1977
H 0.340 3.113 -0.596 0.17 0.03 -0.76 0.2092
H 3.285 3.918 1.917 -0.27 0.82 -0.22 0.2062
H 3.668 2.271 1.985 0.29 -0.53 0.14 0.2059
H 3.966 3.066 0.433 0.41 0.57 0.75 0.2003
H 0.851 4.343 0.445 -0.05 0.53 0.42 0.2020
H 1.897 4.056 -0.867 0.51 0.27 -1.32 0.2047
```
Forces are in eV/Å.

Calculated values
Spin multiplicity: 1
E_LUMO in eV: 0.87
Charge: 0
Energy above the lowest of the compared OMol25 structures with the same formula, charge and spin in eV: 1.3366
DFT total energy in eV: -12676.388
SMILES: Cc1ccc(O)cc1.CCC

# 3
A 2-piece molecular cluster, C10H16O overall at a distorted geometry. Source: the Open Molecules 2025 dataset; level of theory: ωB97M-V/def2-TZVPD.

```
27
Properties=species:S:1:pos:R:3:forces:R:3:nbo_charge:R:1
C 0.755 2.113 0.905 0.02 0.94 -1.38 -0.4085
C -0.386 2.428 -0.096 0.09 -1.29 0.31 -0.5992
C 0.469 2.906 2.177 0.39 -0.96 1.10 -0.6162
H 0.845 1.034 1.019 -0.32 -0.01 0.42 0.2120
H 1.709 2.379 0.427 -0.10 0.25 0.29 0.1965
H -1.294 2.204 0.464 -0.39 0.44 -0.22 0.2014
H -0.187 3.753 2.004 0.19 0.25 -0.12 0.2058
H -0.045 2.276 2.919 -0.18 0.04 -0.30 0.2053
H -0.406 1.716 -0.919 0.09 0.11 0.01 0.1881
H -0.395 3.426 -0.528 0.08 0.20 0.39 0.2029
H 1.365 3.204 2.730 0.00 0.27 -0.35 0.2103
C -1.180 -3.523 0.672 0.59 -0.59 -0.50 -0.6221
C 0.648 -0.381 -1.640 0.10 0.32 0.24 0.2967
C 1.400 -1.128 -0.743 0.43 -0.60 -0.62 -0.2656
C -0.705 -0.645 -1.776 0.22 -0.49 -0.07 -0.2937
C 0.837 -2.225 -0.125 -0.26 -0.25 0.21 -0.1877
C -1.251 -1.759 -1.136 -0.26 0.60 -0.19 -0.1789
C -0.517 -2.545 -0.260 -0.26 0.58 0.02 -0.0525
O 1.322 0.584 -2.342 -0.18 0.36 0.06 -0.6797
H 2.464 -0.930 -0.642 -0.18 0.08 -0.02 0.2265
H 0.735 1.314 -2.587 0.07 -0.33 0.00 0.4809
H -1.355 -0.010 -2.360 0.10 -0.02 -0.31 0.2133
H 1.458 -2.885 0.463 0.11 0.12 0.32 0.2084
H -2.292 -1.948 -1.379 -0.04 -0.19 0.48 0.2075
H -0.622 -4.461 0.676 -0.02 -0.06 0.15 0.2139
H -2.198 -3.766 0.395 -0.22 0.13 -0.14 0.2158
H -1.175 -3.132 1.683 -0.06 0.08 0.21 0.2190
```
Forces are in eV/Å.

Calculated values
Spin multiplicity: 1
E_LUMO in eV: 0.90
Charge: 0
Energy above the lowest of the compared OMol25 structures with the same formula, charge and spin in eV: 1.0942
DFT total energy in eV: -12676.631
SMILES: Cc1ccc(O)cc1.CCC

# 4
A 2-piece molecular cluster, C10H16O overall at a distorted geometry. Source: the Open Molecules 2025 dataset; level of theory: ωB97M-V/def2-TZVPD.

```
27
Properties=species:S:1:pos:R:3:forces:R:3:nbo_charge:R:1
C -0.115 1.681 1.752 -0.54 0.60 0.78 -0.3985
C 1.167 2.170 1.061 -0.68 -0.66 0.56 -0.6083
C -1.075 2.859 2.018 0.53 -0.65 0.79 -0.6040
H 0.161 1.242 2.721 0.02 0.13 -0.12 0.1903
H -0.701 0.889 1.284 0.44 0.00 -0.63 0.2041
H 1.854 2.509 1.838 0.23 -0.22 -0.14 0.2064
H 1.556 1.341 0.487 0.63 0.34 -0.14 0.2017
H -0.477 3.685 2.408 -0.21 0.34 -0.39 0.1969
H -1.733 2.597 2.842 -0.39 -0.04 -0.06 0.2041
H 0.991 3.034 0.443 -0.21 0.18 -0.56 0.2025
H -1.676 3.109 1.146 0.19 0.27 0.00 0.2052
C 0.334 -2.624 1.070 0.01 -0.59 0.82 -0.6321
C -0.795 -2.569 -1.174 1.02 0.05 -0.21 -0.1903
C 0.154 -2.022 -0.293 -0.14 -0.02 0.80 -0.0429
C -0.856 -2.082 -2.455 -0.08 0.94 -0.40 -0.2464
C 0.825 -0.866 -0.626 -0.25 0.32 -0.73 -0.1960
C -0.194 -0.884 -2.787 -1.10 -0.35 0.24 0.2884
C 0.566 -0.229 -1.849 0.31 -0.20 -0.28 -0.2838
O -0.557 -0.351 -4.001 0.45 0.03 0.03 -0.6732
H -1.401 -3.402 -0.862 -0.04 -0.24 0.00 0.2139
H -1.494 -2.453 -3.239 -0.29 -0.40 0.09 0.2230
H -0.609 -2.649 1.610 -0.30 0.00 -0.02 0.2153
H 1.019 -2.126 1.762 0.07 0.37 -0.52 0.2162
H 1.512 -0.411 0.070 0.00 -0.18 0.09 0.2090
H 0.925 0.756 -2.120 0.37 0.05 0.31 0.2055
H -0.058 0.457 -4.168 -0.01 -0.10 0.05 0.4772
H 0.677 -3.664 1.063 -0.04 0.02 -0.34 0.2156
```
Forces are in eV/Å.

Calculated values
Spin multiplicity: 1
E_LUMO in eV: 0.85
Charge: 0
Energy above the lowest of the compared OMol25 structures with the same formula, charge and spin in eV: 1.1637
DFT total energy in eV: -12676.561
SMILES: Cc1ccc(O)cc1.CCC

# 5
A 2-piece molecular cluster, C10H16O overall at a distorted geometry. Source: the Open Molecules 2025 dataset; level of theory: ωB97M-V/def2-TZVPD.

```
27
Properties=species:S:1:pos:R:3:forces:R:3:nbo_charge:R:1
C -0.817 0.721 1.841 -0.22 -0.44 0.08 -0.4211
C -1.189 1.922 2.730 0.63 -0.05 -0.57 -0.6123
C 0.404 0.796 0.945 -0.64 -1.06 0.14 -0.0403
C 0.393 1.693 -0.105 0.69 0.63 0.13 -0.1887
C 1.342 -0.248 0.935 0.72 1.61 0.12 -0.1839
C 1.373 1.718 -1.095 -0.91 -0.97 -0.40 -0.2842
C 2.270 -0.272 -0.092 -0.29 -1.09 -0.84 -0.2709
C 2.211 0.614 -1.156 0.68 0.77 0.35 0.2964
O 3.090 0.412 -2.195 0.05 0.36 0.05 -0.6800
H -0.793 -0.205 2.423 0.33 0.15 0.14 0.2077
H -1.636 0.522 1.154 -0.29 0.07 -0.10 0.2103
H -2.052 2.442 2.332 -0.14 0.14 0.03 0.2066
H -0.390 2.427 -0.120 -0.28 0.38 -0.08 0.2076
H 1.504 -0.864 1.807 -0.44 -0.44 -0.10 0.2163
H 1.282 2.378 -1.952 0.13 0.16 0.18 0.2121
H 2.923 -1.117 -0.272 0.30 0.02 0.51 0.2223
H 3.336 1.277 -2.553 -0.13 -0.33 -0.05 0.4788
H -0.355 2.625 2.750 -0.05 0.08 0.17 0.2106
H -1.405 1.605 3.740 -0.08 0.00 0.27 0.2132
C -1.069 -1.741 -0.998 -0.99 -0.96 0.24 -0.6043
C -1.789 -2.844 -1.787 0.39 0.46 -0.47 -0.6010
H -1.685 -0.842 -0.993 0.41 0.26 -0.17 0.1999
H -1.020 -2.088 0.021 0.20 0.11 0.64 0.1960
H -0.050 -1.600 -1.333 0.05 0.37 -0.24 0.2127
H -1.242 -3.784 -1.727 -0.04 -0.07 -0.02 0.1994
H -1.821 -2.536 -2.831 -0.11 -0.24 -0.18 0.1970
H -2.817 -3.013 -1.468 0.06 0.06 0.17 0.1997
```
Forces are in eV/Å.

Calculated values
Spin multiplicity: 1
E_LUMO in eV: 0.86
Charge: 0
Energy above the lowest of the compared OMol25 structures with the same formula, charge and spin in eV: 1.2361
DFT total energy in eV: -12676.489
SMILES: CCc1ccc(O)cc1.CC

# 6
A 2-piece molecular cluster, C10H16O overall at a distorted geometry. Source: the Open Molecules 2025 dataset; level of theory: ωB97M-V/def2-TZVPD.

```
27
Properties=species:S:1:pos:R:3:forces:R:3:nbo_charge:R:1
C 0.910 0.003 -2.914 -0.91 -0.09 -0.35 -0.6281
C 1.336 1.282 0.649 -0.91 -0.20 -0.42 -0.2380
C 1.620 0.687 -0.586 -0.40 0.39 1.98 -0.2120
C 0.028 1.716 0.887 0.06 0.86 -0.16 0.2666
C 0.614 0.572 -1.538 1.15 -1.36 -1.45 -0.0272
C -0.987 1.438 -0.008 -0.36 -0.56 -0.80 -0.2525
C -0.700 0.871 -1.254 0.31 1.09 1.19 -0.2103
O -0.255 2.543 1.960 0.77 -1.73 1.12 -0.7020
H 2.088 1.359 1.421 0.04 0.25 -0.01 0.2240
H 2.630 0.299 -0.586 0.00 -0.12 -1.11 0.2201
H -0.566 3.373 1.657 -0.55 1.08 -0.59 0.4812
H -2.032 1.598 0.227 0.11 0.49 0.25 0.2182
H -0.036 -0.397 -3.299 0.17 -0.04 -0.06 0.2087
H 1.623 -0.816 -2.989 0.23 0.17 0.39 0.2183
H -1.474 0.825 -2.008 0.00 -0.39 0.01 0.2158
H 1.185 0.780 -3.625 0.28 0.13 0.04 0.2167
C -0.229 -2.841 1.000 -0.21 0.36 0.82 -0.4083
C -1.110 -2.051 1.987 -0.05 0.79 -0.30 -0.6150
C -0.762 -2.864 -0.407 -0.44 0.00 -1.44 -0.6177
H 0.777 -2.405 1.018 -0.20 0.23 -0.14 0.2005
H -0.038 -3.834 1.415 -0.38 -0.17 -0.31 0.1987
H -0.905 -0.974 1.938 0.70 -0.15 0.24 0.2107
H -0.941 -2.428 2.992 -0.26 0.26 0.20 0.2069
H -1.424 -3.685 -0.699 0.34 -0.47 0.51 0.2066
H -1.406 -2.033 -0.713 0.33 0.51 0.61 0.2072
H -2.182 -1.959 1.760 0.06 -1.11 -0.03 0.2045
H 0.053 -2.841 -1.125 0.11 -0.20 -0.18 0.2059
```
Forces are in eV/Å.

Calculated values
Spin multiplicity: 1
E_LUMO in eV: 0.90
Charge: 0
Energy above the lowest of the compared OMol25 structures with the same formula, charge and spin in eV: 1.5041
DFT total energy in eV: -12676.221
SMILES: Cc1ccc(O)cc1.CCC